ORCA calculation (the ωB97M-V functional and the def2-TZVPD basis) on a molecular structure, C37H28N6OS2W in a non-equilibrium geometry.

Element x y z (Å)
W1 -0.56608 0.69036 -0.90920
S1 6.05916 3.05980 0.47317
C1 7.27768 1.95069 0.19726
C2 6.83218 0.73639 -0.35495
C3 5.47862 0.72542 -0.55657
C4 4.84425 1.93368 -0.15885
C5 3.49916 2.28308 -0.21761
C6 2.53484 1.37035 -0.76013
N1 1.25204 1.63619 -0.84052
C7 0.76344 2.90155 -0.33787
C8 1.73723 3.88571 0.18590
C9 1.01633 5.17530 0.35460
C10 -1.19790 5.38229 0.36804
C11 -2.15845 4.25585 0.22178
C12 -3.47737 4.19702 0.40126
C13 -4.20777 2.99601 0.01595
C14 -3.49052 1.95180 -0.59591
N2 -2.17313 1.96636 -0.83928
C15 -1.41665 3.10456 -0.34616
C16 -5.59724 2.90176 0.21575
C17 -6.47404 1.83086 -0.06691
C18 -7.78453 2.09788 0.25545
C19 -7.94469 3.37934 0.79032
S2 -6.51506 4.24779 0.89436
C20 3.03717 3.58273 0.24364
H1 8.30583 2.19733 0.43424
H2 7.50345 -0.07871 -0.58496
H3 4.95624 -0.12444 -0.97206
H4 2.84824 0.39257 -1.10266
H5 1.67493 6.04008 0.34961
H6 -1.68044 6.35646 0.37109
H7 -4.01992 5.04675 0.79656
H8 -4.02345 1.06412 -0.90742
H9 -6.15664 0.88771 -0.48736
H10 -8.60808 1.40956 0.13423
H11 -8.87766 3.82742 1.10649
H12 3.75662 4.31540 0.58739
N3 0.02491 6.83489 -2.71387
C21 -0.03404 6.10675 -1.82803
C22 -0.11091 5.16290 -0.73327
C23 -0.08936 5.23523 1.47730
C24 -0.19875 4.03859 2.37498
C25 -0.33489 2.78248 1.96613
N4 -0.37739 2.43935 0.56374
C26 -0.25779 3.68746 -1.20232
H13 -0.00042 6.13956 2.07096
H14 -0.17138 4.22057 3.44292
H15 -0.40982 1.95198 2.65450
H16 -0.25939 3.53533 -2.28028
C27 -2.47767 -3.98359 -2.92847
N5 -1.52588 -3.57824 -1.90479
N6 -1.17433 -2.27796 -1.69010
C28 -0.27705 -2.23468 -0.66040
O1 0.14646 -1.04531 -0.28719
C29 -0.07854 -3.51832 -0.20892
C30 -0.87902 -4.34222 -1.01295
C31 -1.02685 -5.81239 -0.94177
C32 -1.52289 -1.09243 -2.39990
C33 -0.46712 -0.38347 -3.04517
C34 -0.80381 0.70833 -3.87774
C35 -2.12567 1.07014 -4.06572
C36 -3.15158 0.33110 -3.46694
C37 -2.86639 -0.73435 -2.63374
H17 -2.38790 -3.34042 -3.80162
H18 -3.50017 -3.94969 -2.55034
H19 -2.25332 -5.00051 -3.23638
H20 0.55591 -3.83453 0.60154
H21 -0.72768 -6.16836 0.04111
H22 -0.37449 -6.29785 -1.67310
H23 -2.04768 -6.13824 -1.13546
H24 0.50812 -0.84667 -3.14258
H25 -0.01814 1.19790 -4.44032
H26 -2.36700 1.88200 -4.73974
H27 -4.18270 0.58004 -3.68471
H28 -3.66198 -1.33846 -2.21539

Values from the calculation:
- ⟨S²⟩ = 2.490
- max |F| (eV Å⁻¹) = 1.4
- 2S+1 = 3
- net charge = +4
- gap between HOMO and LUMO (alpha / beta) (eV) = 4.5737 / 5.1717